# 1
Molecular formula: C44H58IN4PSeSiZn
Method: DFT, ωB97M-V/def2-TZVPD

Element x y z (Å)
H: -1.3667 -4.7295 -0.1087
C: -1.2584 -4.7952 0.9777
C: 3.3471 4.4206 -1.1791
H: -0.1857 5.2227 0.8624
C: 4.2576 -1.5985 2.0096
C: -2.2929 3.9455 -1.4886
C: 2.0081 4.3326 -0.7380
C: -4.4255 4.7558 -2.2680
C: 3.0909 2.4389 -2.4952
C: 2.6539 -2.3823 -1.9582
H: -2.1459 -2.4619 -0.1704
H: 5.1979 0.1476 2.8818
C: 2.8510 -2.0664 1.5828
C: 2.7041 0.4985 -3.8751
C: 3.5389 1.4872 -3.4371
H: 2.4471 0.7964 -0.3418
H: -5.2697 3.6074 -3.8662
C: 0.9163 -4.7369 -2.7663
H: -1.9987 6.8790 1.0122
C: 2.0554 -0.9304 0.9043
C: -2.5909 -4.4336 1.6529
C: -5.3987 -0.2543 -0.2231
H: 3.2240 1.6285 1.7146
H: -0.2866 3.4266 4.5547
H: 3.9134 -3.1504 -3.5481
Si: -0.7736 1.0903 3.9311
C: -3.2084 5.9764 -0.4746
C: -2.7314 -2.9085 1.8570
H: 1.7118 -3.6332 -0.4964
H: -1.9587 -1.0870 3.9974
H: 2.3026 -2.4198 2.4610
H: -3.3844 1.9819 -3.8795
H: 3.6849 -0.4413 -0.4471
C: 0.3769 -3.4371 -2.1446
C: -0.3932 -2.3771 1.1181
H: 2.5861 -1.3233 -2.2080
H: -0.9970 -5.8332 1.1938
C: -3.3778 2.8139 -3.1813
H: 2.9820 -5.0482 -2.1526
H: -1.1541 2.5973 5.8781
N: -2.3551 2.8912 -2.3640
C: 0.8235 0.3936 4.6126
H: -3.7790 -2.6057 1.7892
C: 3.8235 0.8012 1.3219
H: 4.6357 -2.2472 2.8028
H: -0.1561 -1.7986 2.0144
C: 1.4132 0.4224 -3.3334
C: 4.2289 -0.1443 2.4745
N: -2.8375 0.6557 -0.7175
H: 2.2781 -2.7828 -4.0684
I: -2.2648 -0.8898 -3.1230
C: -3.5430 1.1450 0.3168
H: 1.6600 1.0415 4.3240
C: -3.3251 4.9040 -1.3967
H: -6.3981 -0.6226 -0.0234
C: -1.0941 4.0773 -0.6819
H: 3.5324 -2.4912 -1.3169
H: 4.9543 -1.6979 1.1694
H: -5.2398 5.4729 -2.2175
H: 0.8151 -4.2301 1.0292
C: -4.8289 0.7143 0.5856
H: 4.9216 3.5958 -2.3778
H: -5.3642 1.1279 1.4304
C: 1.7671 2.3090 -2.0304
C: 1.1805 3.2998 -1.1469
H: -5.0946 -1.5043 -1.9626
N: -0.1428 3.1121 -0.9052
H: 0.3945 -4.9285 -3.7082
H: 1.5171 -0.3551 1.6628
C: -2.0872 6.0711 0.2947
C: -4.6838 -0.7547 -1.3027
C: -4.4478 3.7315 -3.1710
H: -0.5822 -3.6172 -1.6538
P: 0.6482 -1.4803 -0.1663
H: 2.7164 -5.2784 -3.8685
H: 0.1798 -2.7033 -2.9342
H: 3.0258 -0.2366 -4.6031
H: -3.1154 0.2617 4.0456
Zn: -0.7895 1.2820 -1.2086
H: -3.4147 -4.8068 1.0408
C: -0.1271 -3.8755 1.4399
H: 4.7132 1.2426 0.8631
C: 2.8667 -3.2055 -3.2422
H: 0.7992 0.3250 5.7121
H: -4.0088 6.7056 -0.3979
C: -2.1439 -0.0903 4.4184
C: 3.0092 0.0693 0.2420
N: 0.9682 1.2726 -2.4420
C: 2.4382 -4.6549 -3.0172
H: 2.9578 -2.9281 0.9157
H: -2.3967 -2.6328 2.8622
H: -3.0180 1.8614 0.9459
C: -1.8852 -2.1356 0.8477
H: 0.6921 -5.5792 -2.1069
C: -1.0306 5.1342 0.1948
C: 1.4020 -2.8411 -1.1748
C: -3.4139 -0.2523 -1.5022
C: 3.8952 3.5103 -2.0368
H: 0.7419 -0.3840 -3.6161
H: 3.5102 -0.0623 3.2919
H: 1.0100 -0.6121 4.2088
H: -2.6639 -4.9445 2.6157
Se: -0.6357 1.3976 1.7289
H: 3.9564 5.2421 -0.8183
H: -2.0736 -1.0641 0.9198
H: -2.2072 -0.1848 5.5150
H: -0.0261 -3.9821 2.5261
H: -2.0375 3.1606 4.4313
H: 4.5547 1.5609 -3.8127
C: -1.0959 2.7215 4.7845
H: 1.6257 5.0922 -0.0716

Computed properties:
**HOMO energy**: -6.514 eV
**Orbital gap**: 6.402 eV

=====

# 2
Molecular formula: C8H4NO3S2Te4Zn
Method: DFT, ωB97M-V/def2-TZVPD

Element x y z (Å)
H: -5.4495 -2.4923 -4.3729
H: -8.1024 -2.7898 -1.0066
C: -5.6457 -2.3266 -3.3208
Te: -3.1255 2.1621 0.9445
S: -6.0472 -1.6374 1.0904
Te: -0.5471 -2.3597 -0.7826
C: -6.1675 -1.9286 -0.6609
H: -7.6362 -3.1185 -3.4352
C: -1.6136 -0.8863 2.3586
S: -3.0303 0.3885 -0.6997
C: -4.6615 -1.7525 -2.5244
C: -6.8807 -2.6890 -2.7889
H: -3.6986 -1.4782 -2.9378
Te: -2.8358 -2.8271 0.5840
O: -5.4978 -2.8805 1.6250
C: -7.1519 -2.5026 -1.4375
Te: -0.4118 2.4133 0.7272
C: -4.9458 -1.5412 -1.1861
C: -4.0975 -0.9375 -0.0770
O: -2.2659 -0.4636 3.1804
Zn: -0.6276 -0.1139 0.3918
N: -4.9170 -0.5314 0.9724
O: -7.2703 -1.1725 1.6859

Computed properties:
**HOMO energy**: -4.480 eV
**Orbital gap**: 6.428 eV
**Net charge**: -1
**Energy relative to the best compared isomer or geometry (same formula, charge and spin)**: 2.188 eV

=====

# 3
Molecular formula: C9H8O
Method: DFT, ωB97M-V/def2-TZVPD

Element x y z (Å)
C: 0.9703 1.8856 0.5160
C: 1.1276 -0.6759 -0.0337
H: 1.2740 1.4058 -2.1726
H: -1.8094 0.6327 -0.6964
C: -1.7113 -1.1078 0.2516
C: 0.1951 0.4616 -0.4176
O: -0.4761 0.6986 -2.6433
C: 0.6417 -1.8559 0.3745
C: 1.5100 2.4112 1.4443
H: -1.1390 -3.1402 0.3099
H: 2.1754 -0.3611 0.0364
H: 1.5560 3.0934 2.2333
H: 1.4164 -2.5874 0.7430
C: -0.7796 -2.0906 0.3571
H: -2.7688 -1.1771 0.4558
C: 0.4094 0.9172 -1.8590
H: -1.3609 1.1178 0.9403
C: -1.2308 0.3723 0.1606

Computed properties:
**HOMO energy**: -8.789 eV
**Orbital gap**: 8.924 eV
**SMILES**: C#C[C@@]1(C=O)C=CC=CC1
**Energy relative to the best compared isomer or geometry (same formula, charge and spin)**: 4.941 eV

=====

# 4
Molecular formula: C32H36N6O2RhSTe
Method: DFT, ωB97M-V/def2-TZVPD

Element x y z (Å)
H: 2.5430 -0.5370 -2.3331
C: -0.4426 1.3203 2.3378
C: 6.3408 -1.1576 3.3380
H: -2.2623 -2.0931 4.0053
H: 1.2602 -4.4889 -1.2878
H: 1.6718 -5.2280 -3.6164
C: -2.4219 2.3446 -0.7027
H: -4.1796 5.8904 -1.8173
C: -1.0582 0.3978 -4.0707
C: -3.1049 3.5500 -0.7897
C: -2.9404 -2.6689 -2.8354
C: -1.1219 -0.8519 -1.8447
Rh: 0.9305 -1.4560 2.2181
H: 1.3699 4.5645 -2.1470
C: -2.2070 -1.8572 2.9398
H: 0.0220 0.5240 -3.9686
H: -1.1852 -3.5057 2.5956
H: 1.7135 3.2365 -1.0464
H: -2.4645 0.4058 0.2465
H: 2.8633 -1.2476 -4.6668
S: 1.2518 -1.3322 4.6038
H: -1.2712 0.1656 -5.1121
C: 2.4946 -1.9533 -3.9329
H: 3.7424 -0.5323 1.7917
C: -1.9399 -0.3839 2.7982
O: 1.5165 -2.9204 0.6277
C: -1.0823 2.3575 -1.1038
H: -1.0914 3.3377 2.6185
H: -2.7918 -3.6467 -0.9265
N: 3.3888 -1.3107 2.3342
C: 1.8298 -4.1934 -3.3398
C: -3.1466 1.1205 -0.2098
H: -3.1656 -2.1086 2.4856
H: 1.2814 2.9039 -2.7236
H: -3.8993 1.3977 0.5277
C: 1.8142 -2.4551 -1.6748
N: 3.8152 -1.2306 3.6532
C: 2.2586 -3.2752 -4.2922
H: -3.6582 0.6127 -1.0325
C: 2.9366 -1.2103 4.6778
N: -0.7237 0.0060 2.4056
H: 7.2002 -1.1547 4.0028
C: 2.2855 -1.5464 -2.6245
C: -3.2537 6.0147 -1.2545
N: 1.3765 -0.7684 0.1451
Te: 0.1951 0.5573 -1.0217
C: -2.4831 4.7246 -1.2045
C: -1.1313 4.6847 -1.5435
H: -2.6709 6.8092 -1.7168
O: -1.1615 -2.5860 2.3107
H: 3.6864 -2.1828 1.9094
H: -3.6635 -3.3722 -3.2291
H: -3.5249 6.3346 -0.2459
C: -2.4888 -1.6265 -3.6319
H: 2.4295 -3.5926 -5.3135
H: 6.3838 -2.0495 2.7110
H: -3.3951 2.6221 3.2845
C: -2.9284 0.5387 3.1054
C: -1.3649 2.2917 2.6577
N: 3.7131 -1.1000 5.7462
C: 1.6090 -3.7873 -2.0343
C: -1.5593 -0.6990 -3.1636
H: -1.1745 -2.0105 -0.0299
C: -1.5506 -1.9028 -1.0407
C: 1.0776 3.5536 -1.8728
H: 3.4115 -1.0527 6.7059
H: -2.8562 -1.5281 -4.6470
C: -0.3865 3.5128 -1.4896
H: 0.5666 1.5746 2.0384
H: -3.9124 0.1956 3.4028
H: -1.5363 1.3535 -3.8393
H: -4.1538 3.5706 -0.5070
N: 5.0526 -1.0569 5.4471
C: -2.6376 1.8875 3.0388
C: 1.5429 -2.0518 -0.2780
C: 5.1100 -1.1423 4.1641
H: 6.3970 -0.2798 2.6916
H: -0.6325 5.5930 -1.8615
C: -2.4584 -2.8196 -1.5419

Computed properties:
**HOMO energy (alpha / beta)**: -13.149 / -13.080 eV
**Orbital gap (alpha / beta)**: 5.862 / 5.800 eV
**⟨S²⟩**: 0.787
**Net charge**: +2
**Energy relative to the best compared isomer or geometry (same formula, charge and spin)**: 2.906 eV
**Spin multiplicity**: 2

=====

| no. | molar mass (g/mol) |
| --- | --- |
| 1 | 973.3 |
| 2 | 802.0 |
| 3 | 132.2 |
| 4 | 799.3 |